134
Properties=species:S:1:pos:R:3 method="wB97M-V/def2-TZVPD" total_charge=0 gap_ev=8.465 smiles="CCCCNC1=CC(=O)c2ccc(CC(C)C)cc2C1=O.O=C1OCCO1.O=C1OCCO1.O=C1OCCO1.O=C1OCCO1.O=C1OCCO1.O=C1OCCO1.O=C1OCCO1.O=C1OCCO1.O=C1OCCO1" total_energy_ha=-3986.94062
O -0.034 -0.225 -9.339
O 3.564 -2.581 -7.363
O 0.736 7.492 -1.416
O -2.128 0.592 -9.201
O 4.633 4.943 3.404
O 0.812 -3.867 -4.593
O -3.154 2.001 -6.619
O 4.715 3.524 1.685
O 2.613 2.133 -6.585
O -2.360 -4.541 14.016
O -1.441 0.612 -6.198
O 5.481 -1.648 -6.627
O 1.250 5.473 -0.555
O -2.555 -3.680 6.319
O 0.723 -3.855 -6.851
O 1.117 2.888 -5.122
O 0.501 5.623 -2.654
O 2.464 -0.318 0.213
O -1.738 -1.612 -8.969
O -2.155 -0.912 1.534
O 3.567 -1.236 -5.557
O -3.407 0.367 -5.128
O -3.050 -4.976 11.916
O 3.441 3.032 3.474
O -2.645 -2.246 8.024
O -4.511 -4.220 13.425
O 0.529 -1.947 -5.689
O -3.857 -4.141 8.096
O 3.252 2.581 -4.480
N -0.517 -3.038 2.697
C -0.597 -2.447 -9.229
C 1.541 2.020 1.781
C 4.606 -0.701 -4.730
C 0.392 3.791 5.353
C 4.148 -1.891 -6.592
C -1.144 1.623 2.608
C 0.819 6.313 -1.533
C -4.343 -5.098 11.312
C -3.093 -3.425 7.533
C -0.648 4.678 4.637
C -0.404 0.601 2.042
C -0.032 -1.881 2.072
C 0.919 0.787 1.642
C 0.958 -2.824 -3.620
C 0.796 3.055 2.349
C 5.766 -0.598 -5.693
C 0.049 5.999 4.198
C 0.556 -1.497 -9.015
C 1.330 1.990 -7.224
C -3.221 -4.576 13.199
C 0.951 4.269 -2.486
C -2.388 -7.556 1.841
C 1.637 -0.397 1.087
C -1.310 3.993 3.411
C 4.195 3.762 2.913
C 1.238 -1.691 1.688
C -4.550 1.968 -6.307
C 0.466 2.917 -6.406
C -1.359 -6.426 1.670
C -1.762 -5.180 2.495
C -1.374 -3.849 1.808
C -4.568 1.196 -5.005
C 2.403 2.543 -5.322
C 5.677 5.420 2.548
C -1.373 -0.330 -9.173
C -1.005 -0.753 1.856
C -1.874 -2.499 5.879
C -0.519 2.865 2.779
C 0.314 -1.640 -4.311
C 0.993 4.131 -0.986
C -5.185 -4.176 12.163
C 5.369 4.720 1.242
C 0.691 -3.284 -5.807
C -2.563 0.961 -6.001
C -1.578 -1.793 7.184
H 1.780 3.461 -0.648
H -1.262 -5.203 3.463
H -0.416 -6.774 2.093
H -2.298 3.619 3.679
H 0.203 2.721 5.269
H 6.257 4.481 0.664
H 0.886 -1.475 -7.978
H 0.183 6.005 3.119
H 0.465 -3.095 -2.690
H 1.383 2.267 -8.272
H -0.628 -2.104 7.623
H -2.543 -1.925 5.235
H -2.293 -3.325 1.575
H 6.730 -0.754 -5.218
H -4.667 -6.139 11.381
H -2.839 -5.181 2.641
H -4.314 -4.802 10.267
H -0.612 6.831 4.435
H -2.166 1.455 2.914
H -0.760 -1.577 -4.128
H 0.042 3.798 -0.563
H 5.781 0.353 -6.228
H 4.678 5.287 0.616
H -0.982 -2.754 5.317
H -0.571 -3.289 -8.549
H 0.773 -0.690 -4.051
H -1.469 4.742 2.632
H 1.013 0.951 -7.147
H -0.829 -4.027 0.874
H 1.209 4.038 2.515
H 2.558 2.189 1.481
H 2.021 -2.668 -3.429
H -1.205 -6.185 0.621
H -4.946 2.975 -6.212
H 1.984 -2.459 1.844
H -0.663 -2.815 -10.255
H 1.410 -1.705 -9.653
H 5.645 6.503 2.469
H -1.589 -0.710 7.096
H -6.215 -4.509 12.264
H -1.423 4.909 5.364
H -5.178 -3.148 11.796
H -0.552 2.570 -6.327
H -5.461 0.591 -4.877
H 4.798 -1.398 -3.912
H 1.012 6.131 4.682
H 0.469 3.943 -6.780
H 1.377 3.981 4.931
H -4.448 1.842 -4.133
H 0.470 4.053 6.408
H -2.448 -8.167 0.941
H 0.251 -3.586 3.065
H 6.639 5.121 2.968
H -2.111 -8.214 2.663
H 4.311 0.261 -4.318
H 1.934 4.161 -2.944
H 0.267 3.570 -2.954
H -5.076 1.452 -7.111
H -3.387 -7.180 2.055